# 1
C3H6FIO2 | wB97M-V/def2-TZVPD

Geometry (Å):
C -0.07982 -1.66068 -0.64296
C 0.61175 1.32373 0.48479
C -0.72352 -0.73746 0.37272
O -0.21875 2.23323 0.02123
O 1.79169 1.11002 -0.05647
F -0.67956 -1.33921 1.61513
I -2.64919 -0.10295 -0.15914
H 0.69673 -2.29548 -0.15689
H 0.48379 -1.06206 -1.42994
H -0.66880 -2.25256 -1.35816
H 0.69934 1.10239 1.59814
H -0.83493 2.53915 0.72301
H 1.57129 1.14186 -1.01147

Output
Relative energy (zero: lowest compared OMol25 entry of this formula, charge and spin): 62.3 kcal per mole
F_max: 0.1183 hartree/bohr
2S+1: 1
Charge: 0
Energy: -18118.0675 eV
Kohn-Sham gap (alpha / beta): 7.84 / 7.84 eV
LUMO (alpha / beta): 0.39 / 0.39 eV

# 2
C3H11NSi | wB97M-V/def2-TZVPD

Geometry (Å):
C 0.97132 -0.06136 -1.82430
Si 1.34865 -0.84991 -0.34865
C 2.74284 -0.59793 0.92113
H 1.85062 0.23577 -2.41689
H 0.03762 0.48670 -2.06191
H 0.78480 -2.13306 -0.10323
H 2.34707 -0.95691 1.86088
H 3.42145 -1.38419 0.72833
H 3.36748 0.30522 0.83281
C -2.83128 0.29752 0.38639
N -2.01004 1.47156 0.60285
H -3.75484 0.50566 -0.30168
H -2.22741 -0.44348 -0.14342
H -3.13161 0.06862 1.36911
H -1.04980 1.12279 0.76307
H -1.86685 1.93300 -0.26449

Output
Relative energy (zero: lowest compared OMol25 entry of this formula, charge and spin): 82.9 kcal per mole
F_max: 0.0499 hartree/bohr
SMILES: C=[SiH]C.CN
2S+1: 1
Charge: 0
Energy: -12653.5492 eV
Kohn-Sham gap: 7.73 eV
LUMO: -0.19 eV

# 3
C43H30Br2CoN11O5 | wB97M-V/def2-TZVPD

Geometry (Å):
Co -0.18931 2.24209 -0.73095
O 0.69309 -1.42711 -2.75005
C 1.57609 -2.10061 -1.97665
C 2.01739 -3.35461 -2.38575
C 2.89769 -4.06971 -1.60135
C 3.37059 -3.53821 -0.41075
C 2.93949 -2.29511 0.00165
C 2.04499 -1.56171 -0.77055
C 1.53079 -0.26761 -0.27695
O 0.51299 0.26899 -0.85735
N 2.16819 0.24589 0.73515
N 1.48459 1.29979 1.33725
C 0.01899 1.85999 3.28515
C 0.41279 3.29009 3.13485
C 0.96159 4.08569 4.11625
C 1.21849 5.42989 3.87175
C 0.91999 5.97339 2.63165
C 0.35279 5.19869 1.64295
C 0.07029 3.83689 1.85755
O -0.50561 3.10109 0.95835
H 0.46819 -0.61901 -2.20805
H 1.63429 -3.75181 -3.31315
H 3.20979 -5.05681 -1.91235
H 4.05569 -4.10391 0.20385
H 3.27089 -1.85731 0.93135
H -1.09141 1.80579 3.35635
H 1.18829 3.65209 5.08015
H 1.64729 6.05089 4.64635
H 1.13089 7.01559 2.43795
H 0.09599 5.61489 0.68045
C -2.69081 -1.75951 -4.04695
N -2.15111 -0.52201 -3.53525
C -2.04971 -0.00741 -2.30185
N -1.46561 1.17439 -2.36225
C -1.22291 1.34309 -3.67785
N -1.62721 0.33949 -4.41225
C -2.97581 -2.81321 -3.01095
C -4.21381 -3.45141 -3.00065
C -4.49611 -4.43381 -2.06645
C -3.56271 -4.76411 -1.10515
C -2.32011 -4.13071 -1.10265
C -2.01881 -3.17901 -2.07795
C -1.37691 -4.33521 -0.02235
N -0.08141 -4.24301 -0.05525
N 0.35639 -4.27321 1.20845
C -0.68591 -4.37871 1.97845
O -1.83311 -4.46871 1.25425
C -0.76751 -4.11131 3.39895
C -1.78801 -4.60051 4.21265
C -1.97691 -4.05821 5.46955
C -1.23731 -2.95771 5.87745
C -0.23101 -2.45211 5.06395
C 0.38879 -1.10821 5.31085
N -0.03951 -0.17001 4.26625
C -0.69191 -0.56031 3.14535
N -0.28581 -0.08581 1.98455
C 0.39819 1.03199 2.07185
N 0.61469 1.00539 4.25465
C 0.06349 -3.09541 3.86855
H -1.95571 -2.13321 -4.76955
H -3.60891 -1.52571 -4.59945
H -2.38951 -0.48441 -1.40635
H -0.76521 2.21209 -4.10205
H -4.95921 -3.17561 -3.73145
H -5.45851 -4.92371 -2.07765
H -3.78531 -5.50581 -0.35405
H -1.04511 -2.71511 -2.07205
H -2.43971 -5.38081 3.85025
H -2.75131 -4.44691 6.11325
H -1.46611 -2.46581 6.81235
H 1.48419 -1.15621 5.25905
H 0.10839 -0.70691 6.29015
H -1.43611 -1.33431 3.18035
H 2.04319 2.10609 1.58505
H 0.85499 -2.73981 3.22655
Br -2.32821 5.93939 -3.60335
C -0.53291 5.32049 -3.59975
C 0.36419 5.82599 -4.52135
C 1.66159 5.36599 -4.53375
Br 2.86819 6.08029 -5.83255
C 2.11089 4.39589 -3.62265
C 3.41999 3.87569 -3.57355
C 3.72989 2.94049 -2.62005
C 2.75259 2.52809 -1.70915
N 1.51329 2.98119 -1.73885
C 1.17849 3.89719 -2.67425
C -0.19841 4.34039 -2.64435
O -1.02561 3.85439 -1.82395
H 0.03989 6.57539 -5.22865
H 4.16069 4.22939 -4.27715
H 4.71969 2.51509 -2.56265
H 2.99809 1.80749 -0.94105

Output
Relative energy (zero: lowest compared OMol25 entry of this formula, charge and spin): 73.9 kcal per mole
F_max: 0.0345 hartree/bohr
2S+1: 4
Charge: -1
Energy: -249420.3082 eV
Kohn-Sham gap (alpha / beta): 6.25 / 6.24 eV
LUMO (alpha / beta): 1.94 / 1.94 eV

# 4
C34H34N6SbSr | wB97M-V/def2-TZVPD

Geometry (Å):
Sr -0.02136 -0.14602 0.11190
C 1.15605 3.57391 -0.67129
C 1.17722 2.95293 0.69171
C 1.13248 3.70714 1.87380
C 1.02442 3.06614 3.08018
C 1.02460 1.66486 3.11865
C 1.16864 0.96884 1.93634
N 1.23157 1.62693 0.74704
Sb 1.57935 -1.17872 2.24749
C -0.64973 -1.47776 2.40791
C -1.04864 -2.23831 3.49620
C -2.40627 -2.51397 3.67086
C -3.31915 -2.03403 2.75727
C -2.87359 -1.28572 1.66653
C -3.79917 -0.75912 0.61630
N -1.57299 -1.01881 1.52392
C 1.32482 -2.15020 0.27539
C 1.34729 -3.52719 0.41054
C 1.61397 -4.31536 -0.71146
C 1.83012 -3.70426 -1.92249
C 1.67926 -2.31937 -2.02947
C 1.82190 -1.61150 -3.34443
N 1.43569 -1.57209 -0.94988
H 2.16528 3.88950 -0.94866
H 0.79176 2.85197 -1.39548
H 0.50581 4.44776 -0.68579
H 1.16724 4.78777 1.82153
H 0.93460 3.63503 3.99672
H 0.91596 1.13934 4.06054
H -0.31647 -2.61073 4.20168
H -2.73948 -3.09863 4.51921
H -4.37607 -2.23443 2.87267
H -4.83809 -0.95076 0.87523
H -3.63376 0.30913 0.47033
H -3.57897 -1.22705 -0.34511
H 1.18926 -3.98616 1.37930
H 1.68053 -5.39187 -0.61921
H 2.10004 -4.28644 -2.79431
H 2.84908 -1.70400 -3.70500
H 1.17469 -2.05959 -4.09887
H 1.57533 -0.56041 -3.23632
C -2.81590 4.93680 -0.66112
C -2.27841 4.11300 0.31504
C -1.92790 2.80637 0.01327
C -2.09483 2.26217 -1.27967
C -2.61935 3.12807 -2.26028
C -2.97780 4.42710 -1.95042
N -1.70720 0.96653 -1.51293
C -2.40722 0.16666 -2.38013
C -1.71948 -0.84737 -3.07836
C -2.36052 -1.68174 -3.98068
C -3.72170 -1.55420 -4.21232
C -4.43477 -0.60178 -3.48683
C -3.80042 0.23738 -2.58633
H -3.09706 5.95590 -0.43059
H -2.14545 4.49020 1.32416
H -1.50702 2.16079 0.78063
H -2.72780 2.76612 -3.27575
H -3.38805 5.06116 -2.72787
H -0.65943 -0.94291 -2.88027
H -1.79423 -2.43583 -4.51770
H -4.22177 -2.18699 -4.93362
H -5.50747 -0.51918 -3.62073
H -4.38021 0.96047 -2.02377
C 6.06966 -1.19768 3.24505
N 5.22709 -1.00458 2.06538
C 5.24375 -1.75165 0.91661
C 4.34017 -1.17089 0.07539
N 3.74500 -0.08390 0.69116
C 4.31584 -0.02318 1.87866
H 6.90144 -1.84415 2.98234
H 5.50614 -1.65933 4.05336
H 6.46062 -0.24049 3.57904
H 5.87021 -2.62144 0.80731
H 4.09855 -1.44539 -0.93741
H 4.09233 0.71527 2.63795

Output
Relative energy (zero: lowest compared OMol25 entry of this formula, charge and spin): 77.2 kcal per mole
F_max: 0.1332 hartree/bohr
2S+1: 1
Charge: +1
Energy: -52117.5963 eV
Kohn-Sham gap: 4.99 eV
LUMO: -3.22 eV

# 5
C4H12N2O | wB97M-V/def2-TZVPD

Geometry (Å):
C -2.79500 -0.04772 -0.21464
C -1.46517 -0.12252 0.52376
O -1.28769 1.03910 1.32238
C -0.31574 -0.31194 -0.45431
N 0.97109 -0.41101 0.20152
C 2.13704 -0.00090 -0.53730
N 3.24764 0.39977 0.31030
H -2.83186 0.87549 -0.79591
H -2.93609 -0.88773 -0.89488
H -3.62394 -0.02875 0.48394
H -1.49997 -0.95349 1.23507
H -0.64600 1.60670 0.88448
H -0.30545 0.55973 -1.11668
H -0.53728 -1.17089 -1.10064
H 1.06948 -1.30056 0.67081
H 1.86935 0.87449 -1.14324
H 2.52701 -0.76343 -1.22551
H 3.54550 -0.40668 0.85287
H 2.87709 1.05034 0.99798

Output
Relative energy (zero: lowest compared OMol25 entry of this formula, charge and spin): 28.8 kcal per mole
F_max: 0.0132 hartree/bohr
SMILES: C[C@H](O)CNCN
2S+1: 1
Charge: 0
Energy: -9369.9435 eV
Kohn-Sham gap: 9.95 eV
LUMO: 0.99 eV

# 6
C26H44Cl2FN8O4P | wB97M-V/def2-TZVPD

Geometry (Å):
C 1.45173 1.13144 1.09184
C 0.01748 0.80477 0.72779
Cl -1.08584 1.66680 1.81501
C -0.33874 -0.68118 0.72005
Cl -0.03871 -1.44355 2.29753
N -1.75652 -0.86397 0.27255
P -1.96657 -1.52306 -1.30957
N -3.19966 -0.83638 -1.98086
C -2.63535 -1.56126 1.14772
O -2.91047 -2.71632 1.00577
O -3.21633 -0.86964 2.17230
C -3.93372 0.29503 1.97422
O -3.90311 1.16230 2.77882
N -4.78169 0.28308 0.86588
C -5.08058 1.54623 0.32424
O -5.67095 2.41362 0.85733
F -4.65972 1.64349 -0.93615
H 1.84241 0.52485 1.89969
H 1.47036 2.16288 1.42759
H 2.07553 1.09271 0.20340
H -0.19328 1.14792 -0.28254
H 0.35137 -1.15559 0.02654
H -0.78989 -1.20989 -2.00034
H -2.09317 -2.91292 -1.28264
H -3.90069 -1.50672 -2.26966
H -4.51141 -0.37932 0.14147
C 3.92486 1.81424 -3.83019
C 4.99101 1.00246 -3.10344
C 4.67004 -0.49597 -3.05415
C 3.46257 -0.77276 -2.28127
N 2.51192 -0.98901 -1.67730
H 2.96282 1.75720 -3.31881
H 4.21211 2.86374 -3.87765
H 3.78911 1.45743 -4.85263
H 5.11429 1.38385 -2.08860
H 5.94992 1.12743 -3.60780
H 5.50044 -1.04097 -2.60313
H 4.54325 -0.89050 -4.06360
C -2.97502 6.43908 -0.57020
C -2.91661 5.32477 0.46831
C -1.79953 5.52566 1.49887
C -0.47280 5.47032 0.88872
N 0.55727 5.41854 0.38500
H -2.05950 6.48019 -1.16272
H -3.80655 6.27658 -1.25503
H -3.11721 7.41163 -0.09479
H -2.78428 4.36348 -0.03057
H -3.86624 5.27527 1.00160
H -1.86719 4.74749 2.26069
H -1.92313 6.48292 2.00822
C 6.00701 6.46209 2.05337
C 5.31726 6.16614 0.72636
C 3.88119 5.65936 0.89782
C 3.83141 4.36984 1.58201
N 3.79182 3.35506 2.11673
H 6.10423 5.56058 2.65972
H 7.00809 6.85871 1.88502
H 5.44638 7.20086 2.62868
H 5.90156 5.43316 0.16687
H 5.28726 7.07537 0.12395
H 3.40288 5.54882 -0.07506
H 3.28573 6.38381 1.45401
C 1.00481 -5.33198 2.21385
C 1.95319 -5.65418 1.06409
C 1.79497 -4.69180 -0.11808
C 0.47406 -4.79517 -0.73151
N -0.57678 -4.85901 -1.18912
H -0.03875 -5.43429 1.91106
H 1.17516 -6.00991 3.04937
H 1.15584 -4.31212 2.57179
H 1.78960 -6.67943 0.72816
H 2.98453 -5.59630 1.41475
H 2.54759 -4.90006 -0.87989
H 1.95403 -3.66195 0.20895
C -3.23272 -6.16423 0.27822
C -3.81716 -6.60254 -1.05726
C -5.23312 -7.17594 -0.93289
C -5.26508 -8.40826 -0.14749
N -5.29009 -9.37494 0.46989
H -3.12760 -7.00797 0.96350
H -2.24902 -5.72892 0.12604
H -3.86380 -5.41268 0.75683
H -3.16151 -7.34197 -1.51990
H -3.85206 -5.74624 -1.73324
H -5.63824 -7.38923 -1.92336
H -5.89670 -6.44303 -0.47077

Output
F_max: 0.0360 hartree/bohr
SMILES: C[C@H](Cl)[C@@H](Cl)N([PH2]=N)C(=O)OC(=O)NC(=O)F.CCCC#N.CCCC#N.CCCC#N.CCCC#N.CCCC#N
2S+1: 1
Charge: 0
Energy: -84837.2968 eV
Kohn-Sham gap: 9.75 eV
LUMO: 0.26 eV

# 7
C12H10ClN3Tc | wB97M-V/def2-TZVPD

Geometry (Å):
C 1.20144 -1.72011 1.40016
C 1.18631 -1.62206 -0.03718
C -0.13540 -1.83533 -0.50266
H 2.05429 -1.46459 -0.66126
C -0.99003 -2.04872 0.64832
C -0.15003 -1.99081 1.82299
H -0.48811 -2.19971 2.82940
H 2.08407 -1.56549 2.01511
H -0.43199 -1.81561 -1.54572
H -2.06649 -2.20876 0.65511
Tc -0.11534 -0.10910 0.85895
Cl 1.71626 1.20829 0.68123
C 0.32400 2.59814 -2.71810
C -0.90939 1.95235 -3.05455
C -0.59831 0.70879 -3.69394
H -1.90951 2.34840 -2.87696
C 0.82825 0.58874 -3.75758
C 1.39770 1.75704 -3.15437
H 2.46187 1.97610 -3.06308
H 0.43057 3.56975 -2.23553
H -1.31780 -0.00957 -4.08851
H 1.38325 -0.23566 -4.20743
N -0.47637 0.41304 2.72030
C -0.91254 0.49761 3.82715
N -1.52727 0.86667 4.85723
C -1.52383 0.37009 6.08633
N -1.51560 -0.02950 7.19457

Output
Relative energy (zero: lowest compared OMol25 entry of this formula, charge and spin): 0.0 kcal per mole
F_max: 0.0633 hartree/bohr
2S+1: 4
Charge: 0
Energy: -31793.0073 eV
Kohn-Sham gap (alpha / beta): 7.52 / 6.29 eV
LUMO (alpha / beta): -1.04 / -2.18 eV

# 8
C3H4CoO3 | wB97M-V/def2-TZVPD

Geometry (Å):
O 0.33801 -0.18776 0.45513
Co 1.92092 2.52140 2.72185
O 1.02633 1.22912 2.08256
C -0.03203 0.90208 1.53859
O -1.18195 1.16921 1.60912
C -0.43319 -0.34214 -0.51308
C -0.08485 -1.20986 -1.62916
H -1.41443 0.15470 -0.47646
H -0.89023 -1.95658 -1.72702
H -0.14374 -0.60057 -2.54649
H 0.89516 -1.67961 -1.51503

Output
Relative energy (zero: lowest compared OMol25 entry of this formula, charge and spin): 28.7 kcal per mole
F_max: 0.1198 hartree/bohr
2S+1: 4
Charge: +2
Energy: -46922.1736 eV
Kohn-Sham gap (alpha / beta): 9.10 / 7.49 eV
LUMO (alpha / beta): -11.64 / -13.19 eV

Q: What is the F_max in the third record?
A: 0.0345 hartree/bohr